100
Properties=species:S:1:pos:R:3:forces:R:3:mulliken_spin:R:1 method="wB97M-V/def2-TZVPD" max_force_ev_per_a=0.6 homo_energy_ev="-10.06 / -10.06" orbital_gap_ha="0.24746 / 0.17444" lumo_energy_ev="-3.33 / -5.31" spin_multiplicity=2 charge=+1 e_above_lowest_kj_mol=0.00 energy_ha=-6365.8769
Rh 0.103224 -0.742067 -0.896924 -0.60 -0.22 -0.05 -0.0098
Cl -3.289928 -6.710061 -3.278221 0.02 0.04 0.02 0.0000
C -2.555815 -5.385528 -2.432266 -0.04 -0.10 0.04 -0.0014
C -2.440101 -5.458687 -1.029511 -0.03 -0.06 -0.04 -0.0002
C -1.871025 -4.439931 -0.324529 0.00 0.05 0.04 0.0001
Cl -1.724440 -4.536700 1.396358 -0.02 0.01 -0.05 0.0000
C -1.377236 -3.265937 -0.967569 -0.01 0.19 -0.13 -0.0009
O -0.886143 -2.331142 -0.238898 0.21 -0.16 0.09 0.0054
C -1.494203 -3.226297 -2.388325 0.03 0.03 0.10 0.0011
C -1.004385 -2.142034 -3.164272 -0.10 -0.08 -0.02 -0.0006
O -0.404825 -1.118914 -2.784992 0.20 0.21 -0.16 0.0010
C -2.093773 -4.297030 -3.100406 0.02 0.05 0.06 0.0028
H -2.804521 -6.333052 -0.507499 0.00 0.00 0.00 -0.0001
H -1.162246 -2.209759 -4.245541 -0.01 0.01 0.01 0.0009
H -2.175124 -4.241849 -4.178359 0.00 0.01 0.00 0.0001
I 4.663142 -3.596943 -1.685724 0.02 -0.09 -0.05 0.0547
C 4.287381 -1.593712 -1.870766 -0.04 0.13 -0.02 0.1966
C 5.289342 -0.712077 -2.239069 -0.01 -0.04 0.02 -0.1125
C 5.046398 0.645241 -2.348341 -0.10 -0.02 0.01 0.2984
I 6.615655 1.855553 -2.917179 0.06 0.04 -0.01 0.0533
C 3.741026 1.197156 -2.079255 0.10 0.09 0.02 -0.0430
C 3.448854 2.572594 -2.139494 0.05 -0.06 -0.04 0.0461
C 2.182922 3.001125 -1.853875 -0.13 -0.03 0.04 -0.0242
C 1.202441 2.062334 -1.520351 0.11 0.07 0.07 0.0114
N 1.447195 0.763220 -1.457135 0.04 -0.05 -0.15 -0.0020
C 2.704237 0.326908 -1.725705 -0.04 -0.10 0.06 0.0890
C 2.945958 -1.127961 -1.607969 -0.02 0.16 0.03 0.1244
O 2.029079 -1.889903 -1.284025 0.20 -0.17 -0.02 0.2799
H 6.280425 -1.092345 -2.444014 0.00 0.00 0.01 0.0026
H 4.222502 3.276626 -2.413048 0.00 0.00 0.01 0.0078
H 1.917464 4.048157 -1.886839 0.00 0.00 0.01 -0.0004
H 0.194524 2.378878 -1.300816 0.04 0.05 0.13 0.0091
O 0.824508 -0.499904 1.007601 -0.27 0.44 0.23 -0.0111
P 1.268150 -0.472514 2.440953 0.19 -0.25 -0.15 0.0018
C 2.636349 -1.613640 2.617569 0.10 -0.02 0.04 0.0028
C 2.577051 -2.800254 1.885169 -0.04 0.01 0.04 0.0057
C 3.593705 -3.733023 2.010557 0.00 -0.01 0.03 0.0005
C 4.666009 -3.483945 2.857845 0.00 -0.01 0.00 -0.0051
C 4.728223 -2.302544 3.583610 0.01 0.01 -0.01 -0.0003
C 3.714174 -1.363525 3.463947 -0.01 -0.01 -0.02 -0.0007
C 0.015092 -0.950872 3.625281 0.01 -0.05 0.02 -0.0025
C 0.327954 -1.788630 4.695213 0.02 -0.03 -0.04 0.0007
C -0.652306 -2.134076 5.612647 -0.03 0.00 -0.02 -0.0001
C -1.944288 -1.650801 5.461008 0.01 -0.02 0.03 0.0005
C -2.258956 -0.814160 4.399130 -0.02 0.03 -0.04 -0.0005
C -1.281040 -0.460804 3.483896 0.03 0.03 0.10 0.0006
C 1.870701 1.156073 2.898196 -0.05 0.07 0.00 0.0012
C 1.481586 1.786279 4.075175 -0.01 0.00 0.00 0.0009
C 1.980531 3.046047 4.384481 -0.03 0.01 -0.02 -0.0003
C 2.857324 3.677533 3.516834 0.00 -0.01 0.00 -0.0002
C 3.247317 3.052030 2.336694 0.00 0.02 -0.01 0.0007
C 2.757321 1.795851 2.028648 0.01 -0.04 0.00 -0.0101
H 1.736658 -2.985452 1.225682 0.01 0.00 -0.01 -0.0053
H 3.547421 -4.657282 1.449944 -0.01 0.01 0.01 0.0049
H 5.458027 -4.215227 2.953598 0.00 0.00 0.00 -0.0003
H 5.566330 -2.111679 4.240440 0.00 0.00 0.00 0.0002
H 3.764739 -0.438413 4.025917 -0.01 0.00 0.00 0.0001
H 1.330866 -2.181310 4.805755 -0.01 0.00 0.00 0.0005
H -0.410411 -2.789235 6.438549 0.01 0.00 0.00 0.0001
H -2.709885 -1.929056 6.173259 0.00 0.00 0.00 0.0001
H -3.266446 -0.437070 4.281679 0.00 0.00 0.00 0.0002
H -1.523283 0.197815 2.663868 -0.03 0.12 -0.11 0.0001
H 0.784434 1.300226 4.746121 0.02 0.00 0.01 -0.0002
H 1.676816 3.534715 5.300496 0.00 0.00 0.00 0.0001
H 3.240842 4.660080 3.758359 0.01 0.00 0.00 -0.0001
H 3.937582 3.545662 1.664728 0.00 0.00 0.00 0.0009
H 3.064205 1.300048 1.113477 -0.01 0.00 -0.02 0.0098
C -3.246714 -0.757316 0.470105 0.03 -0.06 0.10 -0.0006
Ge -2.085086 0.323341 -0.673504 0.28 0.09 0.02 0.0294
C -1.985734 2.116744 0.136421 -0.02 0.12 -0.02 -0.0051
C -0.937646 2.559511 0.942663 0.02 -0.17 0.10 0.0051
C -0.958982 3.815321 1.537262 0.01 -0.03 0.01 0.0018
C -2.041424 4.657076 1.331702 -0.02 0.01 -0.02 0.0007
C -3.097449 4.236242 0.533802 0.03 0.01 0.02 -0.0004
C -3.066881 2.980864 -0.056944 0.01 0.00 -0.09 0.0004
C -3.092765 0.533225 -2.356484 -0.13 0.04 -0.05 0.0814
C -4.371985 0.032889 -2.360009 0.01 -0.10 -0.08 -0.0190
C -5.258103 0.230512 -3.446260 0.00 0.01 0.06 0.2330
C -4.863759 0.962750 -4.522499 0.03 0.01 -0.01 0.0117
C -3.556558 1.509462 -4.574324 -0.05 -0.01 -0.05 0.0110
C -3.129813 2.276176 -5.687700 0.00 0.02 0.02 -0.0057
C -1.871346 2.800133 -5.740232 0.02 -0.02 0.02 0.0114
C -0.970419 2.560934 -4.679992 0.01 0.01 -0.01 -0.0075
C -1.362600 1.825711 -3.599279 -0.07 -0.08 -0.04 -0.0040
C -2.665621 1.284660 -3.498076 0.05 -0.02 0.07 -0.0001
H -4.099430 -0.151284 0.782080 -0.01 -0.01 0.00 -0.0009
H -2.706571 -1.097155 1.349583 0.00 -0.02 0.00 0.0011
H -3.608421 -1.642626 -0.052622 0.01 0.00 0.00 0.0004
H -0.090476 1.906701 1.125915 0.02 0.02 -0.04 -0.0085
H -0.132946 4.129338 2.164520 0.01 -0.01 0.00 0.0006
H -2.065498 5.636379 1.791754 0.00 0.00 0.00 0.0000
H -3.944507 4.889659 0.369246 -0.01 0.00 0.00 0.0001
H -3.894750 2.675195 -0.688465 0.00 0.00 0.00 -0.0002
H -4.734770 -0.536308 -1.514571 -0.02 0.01 -0.01 0.0060
H -6.253693 -0.191801 -3.404845 0.00 0.00 0.01 -0.3250
H -5.538844 1.140275 -5.351011 0.01 -0.01 -0.01 0.0019
H -3.827120 2.440919 -6.500257 0.00 0.00 0.00 -0.0028
H -1.558500 3.386585 -6.593854 0.00 0.00 0.00 0.0005
H 0.038671 2.951915 -4.736256 0.00 0.01 0.00 -0.0005
H -0.665565 1.599164 -2.809636 -0.05 -0.04 -0.07 -0.0010